w) Computed, not measured: a 11-piece molecular cluster, C44H121N11O11 overall, with ωB97M-V/def2-TZVPD.

**Total charge**: 0
**HOMO energy**: -8.93 eV
**E_LUMO**: 0.014 hartree
**Molar mass**: 980.518 g mol⁻¹
**Spin multiplicity**: 1

Element x y z (Å)
O (16.892, -7.484, 12.837)
O (20.271, -3.816, 6.616)
O (13.104, -10.540, 13.652)
O (14.602, -4.131, 11.025)
O (20.409, 0.157, 10.688)
O (13.393, -6.623, 15.370)
O (12.545, -1.493, 7.434)
O (20.436, -1.691, 15.682)
O (11.025, -7.584, 7.076)
O (13.211, -1.052, 13.091)
O (14.606, -6.684, 6.841)
N (17.190, -3.687, 9.815)
N (19.850, -0.360, 5.572)
N (17.360, -0.697, 8.910)
N (15.751, -0.407, 15.639)
N (7.965, -9.438, 7.985)
N (17.079, -3.157, 15.326)
N (14.629, -1.135, 10.488)
N (12.000, -13.965, 14.060)
N (19.684, -8.142, 10.461)
N (15.485, -4.540, 17.478)
N (13.827, -9.318, 5.913)
C (18.463, -3.004, 15.826)
C (14.886, -5.788, 16.978)
C (17.698, -9.516, 10.789)
C (19.091, -4.384, 16.020)
C (9.417, -9.186, 7.953)
C (19.149, -0.453, 10.528)
C (16.832, -6.989, 14.135)
C (11.397, -6.806, 8.188)
C (12.944, -12.513, 15.726)
C (12.582, -6.511, 14.254)
C (14.479, -5.321, 10.289)
C (14.040, -5.444, 15.773)
C (18.296, -8.139, 10.982)
C (13.966, -9.902, 12.783)
C (20.414, -1.717, 5.498)
C (13.997, -6.358, 18.086)
C (21.932, -1.723, 5.642)
C (18.227, -7.641, 12.414)
C (12.925, -11.879, 13.324)
C (19.756, -2.504, 6.594)
C (14.288, 0.477, 8.700)
C (15.836, 0.116, 13.265)
C (21.009, -0.177, 11.901)
C (13.696, -0.685, 9.435)
C (17.973, 1.614, 9.669)
C (21.452, -1.161, 14.910)
C (15.763, -4.052, 11.855)
C (11.193, -1.472, 7.779)
C (14.909, -0.104, 14.454)
C (9.677, -7.996, 7.051)
C (17.068, -4.325, 11.125)
C (15.223, -7.868, 7.293)
C (14.983, -10.222, 7.873)
C (15.473, -5.715, 6.351)
C (12.259, -2.059, 12.852)
C (13.391, -1.855, 8.500)
C (19.320, -2.109, 14.945)
C (18.465, 0.191, 9.364)
C (12.172, -12.551, 14.433)
C (10.118, -10.403, 7.399)
C (13.915, -1.199, 14.296)
C (14.288, -9.022, 7.277)
C (19.788, -4.546, 7.699)
C (18.255, -3.958, 11.980)
H (15.187, -0.687, 16.444)
H (15.311, -5.396, 9.585)
H (18.828, 2.291, 9.788)
H (12.444, -6.543, 8.073)
H (11.857, -5.705, 14.385)
H (11.556, -14.495, 14.788)
H (7.490, -8.661, 8.435)
H (14.355, -11.114, 7.820)
H (13.352, -4.619, 16.020)
H (22.223, -1.077, 6.471)
H (18.709, -8.373, 13.090)
H (18.187, -2.906, 12.276)
H (17.371, 1.630, 10.578)
H (14.310, -2.198, 8.015)
H (18.590, -0.464, 11.473)
H (16.031, -5.989, 5.443)
H (13.048, -11.501, 16.121)
H (17.484, -2.714, 9.811)
H (16.107, -4.081, 16.782)
H (12.725, -0.441, 9.891)
H (19.849, -4.002, 8.650)
H (19.910, -1.995, 7.565)
H (15.585, -7.695, 8.320)
H (14.133, -8.867, 13.087)
H (13.897, -12.377, 13.181)
H (9.049, -7.147, 7.374)
H (13.208, -6.344, 13.362)
H (10.601, -1.247, 6.893)
H (9.440, -8.268, 6.024)
H (10.006, -11.226, 8.113)
H (17.518, -7.524, 14.804)
H (18.424, -10.324, 10.933)
H (14.263, -0.858, 11.404)
H (20.414, 0.155, 12.771)
H (18.737, -1.265, 14.545)
H (20.051, -7.186, 10.468)
H (20.114, -2.144, 4.538)
H (22.322, -1.038, 15.563)
H (15.676, -4.740, 12.711)
H (14.564, -6.456, 19.017)
H (15.799, -7.045, 14.466)
H (13.470, -8.476, 5.477)
H (19.639, -2.703, 14.070)
H (20.025, -4.279, 16.571)
H (13.662, -7.371, 17.859)
H (14.667, -5.103, 14.929)
H (21.802, -1.854, 14.128)
H (10.766, -5.906, 8.260)
H (18.663, -2.523, 6.451)
H (12.737, -3.030, 12.673)
H (15.887, -10.431, 7.297)
H (20.483, 0.314, 5.159)
H (14.644, -2.148, 10.675)
H (19.696, -0.094, 6.535)
H (17.129, -5.928, 14.169)
H (19.175, 0.226, 8.537)
H (20.414, -5.432, 7.820)
H (11.719, -1.795, 11.944)
H (15.738, -3.021, 12.230)
H (19.170, -4.137, 11.416)
H (13.604, 1.025, 8.040)
H (16.950, -0.268, 8.089)
H (20.293, -8.576, 11.167)
H (11.556, -2.136, 13.691)
H (13.390, -8.772, 7.874)
H (18.748, -4.848, 7.542)
H (14.961, -10.364, 12.698)
H (13.092, -10.011, 5.921)
H (12.402, -11.983, 12.360)
H (13.561, -9.835, 11.757)
H (16.077, -4.759, 18.275)
H (15.290, 0.531, 12.418)
H (21.163, -1.260, 12.039)
H (13.232, -1.189, 15.166)
H (22.273, -2.729, 5.890)
H (14.406, -2.190, 14.360)
H (16.883, -9.716, 11.486)
H (10.986, -0.657, 8.489)
H (12.464, -13.106, 16.512)
H (12.935, -2.654, 9.102)
H (22.366, -1.402, 4.696)
H (17.085, -3.554, 14.382)
H (17.119, -5.400, 10.913)
H (15.622, -6.531, 16.635)
H (11.274, -7.345, 9.139)
H (17.811, -7.443, 10.287)
H (14.493, -6.212, 10.925)
H (10.859, -2.434, 8.185)
H (17.417, 2.004, 8.816)
H (11.176, -12.099, 14.538)
H (16.603, 0.850, 13.528)
H (18.394, -5.052, 16.521)
H (18.796, -6.699, 12.501)
H (15.014, 0.090, 7.979)
H (19.343, -4.820, 15.043)
H (17.364, -9.653, 9.761)
H (13.940, -12.943, 15.603)
H (16.305, -5.505, 7.060)
H (9.704, -10.755, 6.456)
H (14.996, -4.746, 6.224)
H (18.302, -4.559, 12.892)
H (13.160, -5.683, 18.257)
H (14.790, 1.258, 9.268)
H (16.581, -0.699, 9.579)
H (9.844, -8.926, 8.931)
H (12.111, -7.479, 14.091)
H (16.101, -8.122, 6.679)
H (14.380, 0.846, 14.619)
H (11.189, -10.214, 7.297)
H (16.176, 0.466, 15.944)
H (21.977, 0.319, 11.950)
H (11.622, -14.107, 13.140)
H (7.774, -10.279, 8.517)
H (16.344, -0.800, 12.950)
H (18.343, -2.601, 16.838)
H (21.237, -0.185, 14.462)
H (16.366, -3.792, 9.244)
H (16.727, -2.193, 15.191)
H (13.563, -5.230, 9.712)
H (15.225, -10.073, 8.926)
H (19.339, -1.497, 10.218)

=====

x) Computed, not measured: a 11-piece molecular cluster, C44H121N11O11 overall, with ωB97M-V/def2-TZVPD.

**Total charge**: 0
**HOMO energy**: -8.46 eV
**E_LUMO**: 0.015 hartree
**Molar mass**: 980.518 g mol⁻¹
**Spin multiplicity**: 1

Element x y z (Å)
O (-3.531, -0.091, -2.252)
O (-2.092, 4.122, -3.737)
O (-3.690, 1.575, 6.365)
O (-0.445, 0.304, 0.821)
O (3.755, -5.228, 2.082)
O (-1.845, 4.702, 2.375)
O (6.054, -1.618, -2.755)
O (1.243, -4.048, -3.762)
O (3.404, 0.899, -4.899)
O (-5.355, 5.485, 0.552)
O (-0.942, -1.696, 4.604)
N (4.509, -1.286, -0.318)
N (-0.021, 5.618, -2.239)
N (-1.103, -4.107, 3.106)
N (-2.622, -2.456, -4.937)
N (-6.962, 2.082, 0.620)
N (4.564, -3.892, -2.153)
N (1.500, -7.486, 2.573)
N (1.460, 5.040, 3.926)
N (-5.664, 0.882, 8.359)
N (4.578, 3.514, -5.392)
N (1.976, -0.347, -0.390)
C (0.790, -1.028, -0.842)
C (7.188, -1.871, -3.617)
C (-2.689, -0.534, -3.348)
C (-4.254, 0.677, 8.643)
C (0.286, -5.081, -4.134)
C (1.887, -7.947, 0.317)
C (0.719, -2.431, -0.281)
C (-0.092, -0.793, 3.954)
C (5.388, 2.252, -5.342)
C (-1.221, 4.009, -0.903)
C (5.053, 1.056, -0.233)
C (-4.906, 2.514, 1.712)
C (4.695, 1.240, -4.416)
C (-2.099, -1.946, 3.896)
C (-2.925, -3.291, 1.862)
C (2.454, -7.269, 1.501)
C (2.375, -4.552, -2.999)
C (-2.798, 1.538, 5.223)
C (-2.636, 3.393, -4.852)
C (-1.757, 0.869, 1.187)
C (-6.344, 6.495, 0.864)
C (2.545, 0.210, -4.009)
C (4.237, -4.031, 1.518)
C (4.061, -3.268, -4.391)
C (-5.918, 4.286, 0.080)
C (0.919, 3.145, 2.405)
C (6.794, 2.614, -4.847)
C (-4.091, -0.513, 9.605)
C (-0.448, -0.164, -0.565)
C (-2.239, 6.011, 1.926)
C (2.631, -5.765, 1.295)
C (-2.626, -2.951, -2.540)
C (-3.794, 1.330, -2.278)
C (-1.754, -2.851, 2.657)
C (-6.192, 3.144, 1.128)
C (4.998, -0.198, -1.203)
C (6.340, -0.591, -1.811)
C (-3.037, -1.979, -3.618)
C (3.474, -3.453, -2.967)
C (0.599, 4.568, 2.852)
C (-0.929, 4.647, 3.400)
C (-0.303, 4.222, -2.132)
C (-3.471, 0.488, 7.333)
C (-0.858, 3.603, -3.429)
H (0.815, -5.800, -4.760)
H (-0.898, 2.514, -3.415)
H (-1.761, 1.743, 5.491)
H (-2.666, -1.071, 3.578)
H (-4.105, 2.395, 0.982)
H (1.862, 0.550, -0.841)
H (2.834, -5.503, -3.271)
H (-2.849, 0.709, 4.518)
H (8.012, -2.424, -3.166)
H (-1.659, 1.558, 2.026)
H (5.299, -3.341, -2.573)
H (-3.207, 2.313, 4.575)
H (4.621, -4.150, 0.505)
H (1.492, 0.312, -4.271)
H (-1.620, -4.478, 3.891)
H (5.907, 0.934, 0.433)
H (3.399, -7.703, 1.826)
H (-2.586, 6.708, 2.689)
H (-1.194, 2.930, -0.752)
H (-4.472, 3.260, 2.378)
H (-0.158, 3.862, -4.222)
H (-2.238, 3.753, -5.801)
H (-0.133, -5.622, -3.285)
H (7.419, 3.201, -5.519)
H (1.569, -8.950, 0.600)
H (3.549, -1.002, -0.180)
H (-5.712, 1.686, 7.751)
H (4.778, 3.992, -4.526)
H (5.043, -3.679, 2.162)
H (-2.401, 0.516, 7.538)
H (4.677, -2.370, -4.432)
H (3.534, -3.203, 1.599)
H (-6.251, 1.027, 9.168)
H (-3.631, -0.485, 6.867)
H (-1.611, -2.624, -2.313)
H (0.746, 2.481, 3.252)
H (0.601, 3.645, -1.938)
H (-3.092, 5.868, 1.263)
H (5.365, 0.381, -4.368)
H (-0.983, 5.922, -2.282)
H (2.604, -8.058, -0.497)
H (4.368, -0.063, -2.082)
H (1.664, -2.934, -0.490)
H (1.739, -5.139, 1.280)
H (-6.314, 1.606, 0.008)
H (3.134, -2.518, -2.521)
H (0.661, -7.081, 2.183)
H (-4.280, 1.721, -3.173)
H (0.778, -1.062, -1.931)
H (3.345, -3.137, -5.202)
H (-1.371, -0.729, -0.688)
H (-0.119, -3.091, -0.501)
H (2.385, 5.111, 3.525)
H (-5.015, 1.624, 2.332)
H (6.712, 0.267, -2.370)
H (-3.530, -3.960, 2.474)
H (-3.526, -2.421, 1.597)
H (-1.092, 3.788, 4.051)
H (0.702, -2.278, 0.798)
H (-1.106, 5.504, 4.050)
H (-3.124, -0.675, 10.081)
H (1.158, -8.436, 2.580)
H (2.052, -4.758, -1.979)
H (-6.789, 6.224, 1.822)
H (1.580, 4.290, 4.592)
H (4.571, 1.787, -3.482)
H (-0.265, 0.715, -1.184)
H (-3.709, 3.557, -4.753)
H (-4.452, 1.655, -1.472)
H (-3.229, -2.098, -5.660)
H (2.728, -0.863, -3.955)
H (2.906, -5.728, 0.240)
H (0.553, -1.273, 3.218)
H (-2.241, 1.441, 0.395)
H (-6.762, 4.510, -0.572)
H (-2.911, 0.088, -4.215)
H (-2.265, 4.303, -1.010)
H (0.364, 5.938, -1.362)
H (-4.303, -1.483, 9.155)
H (-1.673, -2.166, -5.126)
H (-4.766, -0.474, 10.461)
H (-4.126, -2.026, -3.619)
H (7.158, -0.878, -1.149)
H (-4.021, 1.638, 9.102)
H (7.282, 1.691, -4.534)
H (5.422, 1.709, -6.287)
H (-0.618, 0.035, 3.479)
H (1.021, -7.367, -0.004)
H (4.900, -4.809, -2.411)
H (-2.612, -3.882, 1.002)
H (-2.321, -0.030, 1.435)
H (4.426, -2.180, -0.782)
H (-7.300, 1.386, 1.269)
H (-1.446, 6.555, 1.414)
H (3.606, 3.242, -5.427)
H (1.855, -0.144, 0.592)
H (-2.577, -3.970, -2.925)
H (6.696, 3.200, -3.933)
H (0.340, 2.767, 1.562)
H (7.563, -0.968, -4.099)
H (4.149, 1.227, 0.353)
H (0.659, -0.399, 4.639)
H (-0.285, -3.775, 3.598)
H (-1.633, -0.434, -3.096)
H (1.976, 3.087, 2.148)
H (-0.792, 4.428, 0.008)
H (-2.824, 1.798, -2.110)
H (-0.549, -4.648, -4.685)
H (2.546, 0.739, -3.055)
H (-3.108, -2.794, -1.575)
H (-6.776, 3.642, 1.902)
H (-0.986, -2.341, 2.074)
H (4.652, -4.103, -4.768)
H (-5.848, 7.463, 0.938)
H (-2.456, 2.322, -4.753)
H (5.206, 1.942, -0.849)
H (-2.692, -2.646, 4.484)
H (0.757, 5.308, 2.069)
H (-7.127, 6.580, 0.110)
H (-5.248, 3.880, -0.678)
H (6.852, -2.576, -4.377)

=====

Verdict on stability: x) comes out at the bottom.

=====

w) Computed, not measured: a 2-piece molecular cluster, C2H7BrSi overall, with ωB97M-V/def2-TZVPD.

**Total charge**: 0
**HOMO energy (spin up / spin down)**: -8.58 / -7.91 eV
**E_LUMO (spin up / spin down)**: 0.017 / -0.059 hartree
**Molar mass**: 139.068 g mol⁻¹
**Spin multiplicity**: 1

Element x y z (Å)
Br (1.458, 1.724, 4.084)
Si (0.066, 3.261, 3.103)
C (1.098, -0.503, 0.814)
C (-0.192, -0.279, 0.151)
H (-1.046, -0.574, 0.762)
H (1.939, -1.142, 0.357)
H (-0.185, 2.426, 1.884)
H (-0.527, 0.896, -0.061)
H (-1.108, 3.579, 4.054)
H (1.129, -0.191, 1.782)
H (-0.159, -0.723, -0.944)

=====

x) Computed, not measured: a 2-piece molecular cluster, C2H7BrSi overall, with ωB97M-V/def2-TZVPD.

**Total charge**: 0
**HOMO energy**: -10.13 eV
**E_LUMO**: 0.028 hartree
**Molar mass**: 139.068 g mol⁻¹
**Spin multiplicity**: 1

Element x y z (Å)
Br (-2.386, -1.263, 1.982)
Si (0.610, 0.959, 0.552)
C (-0.061, -0.349, -1.856)
C (0.757, -0.271, -0.813)
H (-0.072, -1.075, -2.700)
H (-1.312, -1.645, 2.729)
H (1.680, 1.030, 1.497)
H (0.668, 2.406, -0.102)
H (1.645, -0.914, -0.907)
H (-0.618, 0.847, 1.366)
H (-0.912, 0.274, -1.748)

=====

Verdict on stability: w) comes out at the bottom.

=====

w) Computed, not measured: a 2-piece molecular cluster, C10H15NO2 overall, with ωB97M-V/def2-TZVPD.

**Total charge**: 0
**HOMO energy**: -8.55 eV
**E_LUMO**: 0.030 hartree
**Molar mass**: 181.235 g mol⁻¹
**Spin multiplicity**: 1

Element x y z (Å)
O (-2.323, -1.254, 0.260)
O (1.613, 3.168, 0.128)
N (-3.396, -0.021, 1.822)
C (0.107, 1.637, -0.862)
C (0.176, -0.645, 1.883)
C (2.174, -0.072, -1.525)
C (1.423, 1.998, -0.590)
C (0.880, -0.401, -1.879)
C (-1.229, -0.976, 2.381)
C (0.562, -1.710, -2.549)
C (-2.323, -0.737, 1.360)
C (2.460, 1.142, -0.878)
C (-0.170, 0.418, -1.456)
H (-0.289, -1.596, -3.240)
H (3.503, 1.376, -0.697)
H (0.370, 0.424, 1.784)
H (2.188, 3.794, -0.328)
H (-1.230, -2.031, 2.636)
H (-0.651, 2.350, -0.551)
H (1.392, -2.062, -3.169)
H (-3.150, 0.644, 2.537)
H (-1.187, 0.031, -1.394)
H (3.012, -0.703, -1.797)
H (-1.434, -0.413, 3.282)
H (-4.050, 0.203, 1.083)
H (0.886, -0.956, 2.657)
H (0.458, -1.136, 0.956)
H (0.224, -2.475, -1.852)

=====

x) Computed, not measured: a 2-piece molecular cluster, C10H15NO2 overall, with ωB97M-V/def2-TZVPD.

**Total charge**: 0
**HOMO energy**: -8.48 eV
**E_LUMO**: 0.020 hartree
**Molar mass**: 181.235 g mol⁻¹
**Spin multiplicity**: 1

Element x y z (Å)
O (-1.999, -0.871, 1.141)
O (1.112, -2.274, -2.031)
N (-0.936, -2.374, -1.088)
C (2.388, 2.514, 1.339)
C (0.152, -1.666, -1.640)
C (0.029, -0.432, 2.146)
C (1.122, 0.475, 2.278)
C (-0.169, -0.180, -2.001)
C (-0.016, 2.197, 0.964)
C (-1.016, 1.286, 0.747)
C (-1.037, 0.054, 1.363)
C (-0.573, -0.059, -3.481)
C (1.176, 1.710, 1.637)
H (2.002, 0.108, 2.831)
H (2.751, 2.551, 0.328)
H (-0.014, -0.838, -4.008)
H (-0.350, 0.938, -3.831)
H (-0.659, 0.456, -1.304)
H (-1.868, 1.585, 0.142)
H (-2.731, -0.426, 0.702)
H (-1.613, -0.391, -3.645)
H (3.144, 2.105, 2.093)
H (-1.730, -1.884, -0.670)
H (-0.932, -3.349, -1.161)
H (0.844, 0.275, -1.775)
H (2.231, 3.488, 1.734)
H (0.041, 3.189, 0.517)
H (-0.015, -1.443, 2.458)

=====

y) Computed, not measured: a 2-piece molecular cluster, C10H15NO2 overall, with ωB97M-V/def2-TZVPD.

**Total charge**: 0
**HOMO energy**: -8.72 eV
**E_LUMO**: 0.023 hartree
**Molar mass**: 181.235 g mol⁻¹
**Spin multiplicity**: 1

Element x y z (Å)
O (1.025, 0.089, -3.189)
O (2.041, 3.237, 1.987)
N (2.738, 1.880, 0.297)
C (-1.057, -0.685, -2.307)
C (-1.930, -2.590, 0.921)
C (0.289, -1.841, -0.255)
C (-1.116, -1.851, -0.273)
C (-1.756, -1.247, -1.310)
C (-0.645, 2.101, 1.795)
C (0.971, -0.979, -1.071)
C (0.645, 1.458, 1.467)
C (0.314, -0.468, -2.143)
C (1.901, 2.285, 1.277)
H (-1.357, 1.359, 2.289)
H (0.716, -2.464, 0.453)
H (-1.220, -3.166, 1.546)
H (-1.179, 2.141, 0.840)
H (-2.621, -3.245, 0.335)
H (2.091, -0.669, -0.941)
H (0.387, 0.475, 0.859)
H (0.331, 0.442, -3.783)
H (-2.594, -1.957, 1.469)
H (0.742, 0.878, 2.478)
H (-2.854, -1.503, -1.349)
H (-1.574, -0.481, -3.222)
H (2.568, 1.382, -0.577)
H (-0.446, 3.076, 2.440)
H (3.592, 2.341, -0.035)

=====

Verdict on stability: y) comes out at the bottom.